CH9N2P2 | the ωB97M-V functional and the def2-TZVPD basis

Geometry as ORCA input:
```
! RIJCOSX wB97M-V def2-TZVPD def2/J DEFGRID3
* xyz 1 3
C -1.1595 0.0169 0.4644
N 2.3616 0.8618 -1.8871
N -1.6027 -0.9303 1.4763
P 0.6744 -0.4630 0.3313
P 0.8598 0.9604 -1.2334
H -1.2264 1.1569 0.7232
H -1.7674 -0.1635 -0.5244
H 2.8262 -0.0497 -1.9713
H 3.2242 1.4278 -1.6871
H -1.3036 -1.9323 1.1912
H -2.6994 -0.9897 1.6589
H -1.2233 -0.6394 2.3893
H 1.1675 0.4554 1.1790
H -0.1314 0.2888 -2.1102
*
```

Computed properties:
* ΔE to the lowest compared entry with this formula, charge and spin: 15.0 kcal per mole
* orbital gap (alpha / beta): 5.13 / 7.12 eV
* <S²>: 2.008
* E_HOMO (alpha / beta): -0.3083 / -0.5166 hartree

Atom charges from the Löwdin analysis, given in e for atoms 1 to 8:
1. C -0.567
2. N -0.298
3. N -0.038
4. P 0.585
5. P 0.641
6. H 0.111
7. H 0.101
8. H 0.056